ORCA calculation (ωB97M-V/def2-TZVPD) on 14 unconnected molecules or ions with the total composition C76H178N14O20 at a distorted geometry.

Geometry as XYZ:
```
288
Properties=species:S:1:pos:R:3:forces:R:3:mulliken_charge:R:1
C 5.232995 -3.893690 -0.155618 -0.37 0.27 -0.01 -1.067
C 3.916131 -4.557893 -0.593334 0.38 0.08 0.93 -0.320
C 2.915220 -4.746369 0.559865 -2.00 1.43 -0.52 1.899
C 3.393727 -5.438193 1.741941 -0.14 0.12 -0.70 -0.146
N 3.736463 -6.099777 2.609546 0.30 -0.22 0.72 -0.669
H 4.997233 -3.154769 0.605447 -0.07 0.30 0.10 -0.059
H 5.692780 -3.347332 -0.982286 -0.04 -0.15 -0.04 0.457
H 5.991160 -4.519191 0.290514 0.07 -0.59 0.02 0.442
H 4.038160 -5.509080 -1.076539 0.37 -0.42 -0.38 0.566
H 3.465588 -3.865487 -1.278377 -0.49 0.15 -0.47 -0.081
H 1.966318 -5.267984 0.220645 1.23 0.26 0.25 -0.106
H 2.490255 -3.716687 0.809476 0.75 -1.18 0.14 -0.750
C 3.682280 3.438687 1.094421 -1.39 0.54 1.27 -1.731
C 2.318963 2.957583 0.582368 -0.01 0.85 0.12 2.680
C 1.934614 3.609444 -0.770777 -0.40 -1.19 0.55 0.877
C 2.914560 3.338488 -1.816398 0.13 0.13 -0.45 -0.232
N 3.650772 3.128204 -2.676417 -0.14 0.00 0.31 -0.737
H 4.389503 3.155280 0.372701 1.35 -0.52 -0.70 0.434
H 3.885436 3.020200 2.086314 0.21 -0.28 -0.33 0.231
H 3.780187 4.519214 1.244233 -0.36 0.01 -0.26 0.415
H 1.489283 3.062914 1.308572 0.46 0.35 -0.30 -0.838
H 2.391215 1.898900 0.429349 0.12 -0.72 -0.18 -1.098
H 1.752223 4.659686 -0.693657 0.17 0.86 0.12 1.216
H 0.981889 3.191542 -1.106620 0.00 -0.07 -0.16 -0.989
C -3.334664 -6.903164 -4.087758 0.27 -0.17 0.08 -0.888
C -3.705145 -6.192508 -5.386967 -0.51 -0.52 0.90 -0.551
C -4.265801 -4.805538 -5.104892 0.60 0.72 0.52 -0.620
C -3.329568 -4.019880 -4.271925 1.73 1.52 1.35 0.164
N -2.578606 -3.386577 -3.630260 -1.96 -1.59 -1.61 -0.165
H -4.247587 -6.979033 -3.532126 -0.58 -0.47 0.54 0.236
H -2.673250 -6.326804 -3.432533 0.20 -0.01 -0.36 0.136
H -2.900695 -7.910456 -4.236673 -0.29 0.56 -0.01 0.397
H -4.499261 -6.783333 -5.849098 0.19 0.10 -0.32 0.340
H -2.852127 -6.150702 -6.015161 0.68 0.17 -0.88 0.362
H -5.173626 -4.865806 -4.499301 -0.18 0.02 -0.28 0.286
H -4.412057 -4.192013 -6.001500 -0.31 -0.33 0.06 0.375
C 3.617791 -2.833736 5.245830 -0.27 0.69 0.73 0.559
C 4.641689 -3.945766 5.553512 -0.86 0.26 -1.04 -0.701
C 3.911235 -5.258644 5.903465 0.10 -0.11 0.34 -0.162
C 2.988963 -5.088709 7.041318 -0.83 0.55 0.68 0.165
N 2.244984 -4.819377 7.891359 0.99 -0.52 -0.99 -0.618
H 3.959507 -1.795551 5.103116 0.78 -0.61 0.04 -1.135
H 2.929825 -2.677641 6.125325 0.26 -0.57 -1.03 0.356
H 3.099997 -3.051116 4.308154 -0.35 -0.17 0.35 0.044
H 5.361013 -3.641975 6.281958 0.27 0.10 0.87 0.476
H 5.227749 -4.184444 4.668145 0.02 0.09 -0.24 0.422
H 4.622722 -6.050982 6.139668 0.06 0.04 0.12 0.539
H 3.356253 -5.641544 5.039756 -0.03 0.26 0.12 -0.041
C -0.275086 -0.736389 -12.298128 -1.85 0.43 -0.43 -0.709
O -1.232172 -0.778603 -11.218482 0.81 -0.34 -0.92 -0.345
C -1.526835 0.505620 -10.742256 -0.18 -0.30 0.34 -0.432
C -2.442379 0.369358 -9.538019 -0.70 0.83 0.48 -0.229
N -2.029141 -0.606444 -8.558924 1.05 0.38 0.49 -0.430
C -0.802047 -0.175158 -7.855091 -0.39 0.26 1.72 1.009
C -0.460234 -1.186808 -6.724894 0.50 0.46 -1.03 0.165
O 0.073935 -2.305605 -7.432320 0.05 0.01 0.51 -0.435
C 0.133613 -3.424474 -6.587681 -1.60 -0.32 -0.10 -0.495
H -0.723554 -0.175511 -13.171391 0.40 -0.34 0.76 0.281
H -0.175347 -1.769787 -12.637998 0.55 0.21 0.26 0.258
H 0.636594 -0.204761 -12.006218 0.10 -0.45 0.06 0.281
H -2.058824 1.074718 -11.485313 -0.18 0.48 -0.62 0.571
H -0.593116 1.014814 -10.516702 0.18 0.32 0.28 0.060
H -3.470529 0.070814 -9.845473 0.61 0.42 -0.09 0.433
H -2.481636 1.372782 -9.025356 -0.20 -0.82 -0.56 -0.238
H -1.855651 -1.457294 -9.070444 0.24 -0.41 0.08 0.396
H -1.035730 0.834560 -7.404265 0.30 -1.02 -0.34 -1.220
H 0.139640 -0.076282 -8.421346 -0.42 -0.01 -0.33 0.353
H -1.372322 -1.507702 -6.183547 0.37 0.33 -0.01 0.318
H 0.355392 -0.828525 -6.036952 -0.95 0.05 -0.33 -0.456
H 0.459233 -4.260517 -7.198034 -0.24 -0.25 0.01 0.343
H -0.902205 -3.559081 -6.142012 1.03 -0.42 -0.45 0.133
H 0.807065 -3.355100 -5.748269 0.55 0.48 0.40 0.153
C 3.155576 3.495187 7.961071 -1.80 1.78 -0.90 -0.988
O 2.259889 2.477625 7.608782 0.44 -0.60 0.64 -0.284
C 1.625015 2.659894 6.387493 -0.45 0.32 -0.71 -0.805
C 0.731113 1.464611 6.063067 -0.57 2.18 -1.63 0.760
N -0.561729 1.479959 6.728749 0.92 -0.72 2.18 -0.128
C -1.341512 0.314714 6.370352 -0.51 -0.73 -0.90 0.606
C -2.696647 0.380737 7.053367 -0.49 -1.02 -0.43 -0.924
O -2.520407 0.327661 8.467231 0.82 0.03 -0.99 -0.335
C -3.597792 0.649372 9.286610 -0.49 -0.10 -0.60 -0.851
H 3.702208 3.209055 8.811888 0.54 -0.39 1.17 0.340
H 2.580091 4.455355 8.147030 0.56 -0.85 0.13 0.292
H 3.838733 3.744823 7.163075 0.42 -0.15 -0.51 0.373
H 2.353557 2.777957 5.554391 0.00 -0.17 0.40 0.134
H 1.042437 3.606167 6.388888 -0.03 -0.34 0.09 0.464
H 1.315119 0.567656 6.099947 0.22 -0.86 0.22 0.595
H 0.461340 1.661812 4.994291 0.36 -0.52 0.41 -1.056
H -0.384253 1.325611 7.759799 -0.29 0.60 -1.30 0.370
H -0.824156 -0.634157 6.569929 0.01 -0.02 0.48 0.613
H -1.512320 0.215422 5.263898 0.01 0.63 0.72 -0.638
H -3.304431 -0.503907 6.743972 0.26 0.44 0.10 0.400
H -3.209861 1.267342 6.627616 0.06 0.02 0.85 0.208
H -3.227997 0.573379 10.290247 -0.09 -0.25 0.59 0.264
H -4.499301 0.035308 9.113235 0.38 -0.16 0.14 0.286
H -3.892538 1.665129 9.119644 -0.31 0.93 -0.08 0.345
C 7.421441 -1.596324 3.305427 -0.78 0.94 -0.28 -0.728
O 6.719699 -0.406891 3.702348 -0.02 -0.55 -0.22 0.059
C 7.449383 0.725794 4.138817 0.87 -0.93 -1.14 -0.853
C 6.625639 1.430655 5.142461 0.81 2.28 0.51 -0.258
N 6.469059 0.689364 6.347149 -0.14 -1.97 -0.36 -0.358
C 5.410372 1.211210 7.143910 -0.33 -0.74 0.84 0.018
C 5.093520 0.279239 8.324521 -0.51 1.66 0.12 -0.867
O 4.955864 -1.023601 7.875844 -0.14 -0.87 -0.18 -0.160
C 4.922235 -2.018226 8.910887 -0.03 -0.13 -1.39 -0.712
H 7.819333 -2.154571 4.151566 0.26 0.17 0.13 0.368
H 8.178486 -1.415354 2.521514 -0.12 0.05 0.41 0.309
H 6.608461 -2.164293 2.871732 0.09 -0.52 -0.22 0.007
H 7.705758 1.374123 3.273373 -0.25 -0.18 0.33 0.416
H 8.407792 0.371561 4.555221 -0.23 0.31 0.24 0.394
H 5.663209 1.805336 4.781752 -0.25 -0.31 -0.65 0.128
H 7.173219 2.378116 5.369704 -0.19 -0.42 0.02 0.345
H 6.126044 -0.243422 6.066008 0.58 0.31 0.19 0.169
H 4.480417 1.311163 6.577722 -0.20 0.32 -0.23 -0.239
H 5.742220 2.168191 7.513385 -0.27 0.55 0.33 0.535
H 4.141524 0.689466 8.747028 0.43 -0.52 0.04 0.270
H 5.870029 0.387357 9.078892 0.30 -0.23 0.22 0.500
H 5.941371 -2.133256 9.319438 -0.45 -0.13 0.08 0.306
H 4.554247 -2.956138 8.411490 0.51 0.84 0.67 0.024
H 4.200629 -1.721276 9.660816 -0.09 -0.05 0.43 0.359
C -1.337630 4.162671 0.959524 0.95 -0.89 0.69 -1.219
O -1.600430 3.261809 2.051020 0.06 1.05 -0.05 0.295
C -1.212751 3.845259 3.308040 0.68 0.15 -0.96 -1.166
C -2.022880 3.324160 4.430650 0.94 -0.70 0.67 -0.247
N -3.321127 3.877508 4.480419 -1.13 1.00 -0.89 -0.279
C -4.384724 3.199285 3.746258 -0.12 0.20 0.63 0.894
C -5.516490 4.173773 3.446264 -0.59 0.21 0.87 -0.856
O -6.572161 3.479175 2.835164 0.38 -0.37 0.18 -0.302
C -7.651362 4.144765 2.204443 1.14 0.83 0.41 -0.771
H -1.702803 5.148473 1.246867 -0.29 0.10 -0.45 0.712
H -1.833164 3.703886 0.090936 0.29 0.57 0.25 -0.762
H -0.219073 4.269146 0.778690 -1.19 -0.18 0.07 0.308
H -1.347891 4.943780 3.332586 0.14 -0.31 -0.43 0.504
H -0.147355 3.605635 3.460140 -0.05 0.15 0.07 0.207
H -1.451053 3.615310 5.325191 -0.38 -0.26 -0.02 0.760
H -2.028155 2.231786 4.387592 0.06 -0.28 0.11 -0.416
H -3.633733 4.048125 5.407566 -0.06 0.10 0.74 0.409
H -4.743970 2.391828 4.395319 -0.32 -0.36 -0.51 0.373
H -4.022899 2.813355 2.796967 0.20 -0.07 0.20 -0.963
H -5.126573 4.967639 2.836686 0.23 0.54 -0.63 0.362
H -5.907974 4.654175 4.368353 0.33 -0.15 -0.13 0.395
H -7.323825 4.647905 1.281311 -0.03 -0.20 0.00 0.278
H -8.162485 4.941823 2.807889 0.28 -0.96 -0.08 0.281
H -8.212971 3.265139 1.999551 -1.44 0.02 -0.53 0.278
C -5.986764 -2.316779 -2.044920 -0.57 -0.46 0.23 -0.421
O -5.760025 -3.734869 -1.869069 -0.77 1.18 -0.16 -0.482
C -4.810031 -4.025155 -0.904001 0.72 -1.54 0.72 1.133
C -4.926830 -5.534746 -0.531300 1.00 -0.04 1.13 -0.865
N -4.003776 -5.858181 0.642153 -2.23 -0.34 -0.40 -0.172
C -2.827696 -6.565055 0.225345 1.44 0.91 -0.32 0.018
C -1.875530 -6.615827 1.403231 -0.98 1.15 0.36 -0.353
O -0.636388 -7.081126 1.028244 1.28 -0.29 0.55 -0.444
C 0.245026 -6.968070 2.166557 -0.95 -0.45 -0.93 -0.381
H -6.988836 -2.265758 -2.508024 0.64 0.22 -0.07 0.375
H -5.196880 -1.908362 -2.679620 -0.13 0.14 -0.08 0.052
H -6.037333 -1.702484 -1.105409 0.23 -0.88 -0.47 0.206
H -4.963281 -3.497750 0.030883 -0.21 0.45 0.20 0.075
H -3.790615 -3.776798 -1.258585 -0.19 -0.19 0.12 -0.478
H -4.666642 -6.185322 -1.372339 -0.09 0.14 -0.11 -0.061
H -5.928617 -5.823470 -0.191026 -0.02 0.54 -0.38 0.398
H -4.549387 -6.464409 1.301802 0.75 0.84 -0.83 0.292
H -2.311797 -5.947181 -0.554144 -0.50 -0.56 0.39 -0.393
H -2.983922 -7.559012 -0.185198 -0.18 -0.32 -0.17 0.419
H -2.279739 -7.260854 2.187741 -0.24 -0.05 0.28 0.610
H -1.824218 -5.562018 1.823792 0.05 -0.95 -0.30 -0.077
H 0.257592 -5.923718 2.451066 0.41 0.29 0.33 -0.113
H 1.182671 -7.370686 1.864244 0.91 0.12 -0.25 0.267
H -0.087426 -7.591586 2.996460 -0.35 0.06 0.16 0.405
C 0.047723 2.292965 -4.146884 -0.26 -1.18 -0.56 2.057
O -0.437422 3.232240 -3.232241 -0.29 0.75 -0.47 -0.143
C -1.654377 3.744744 -3.776421 -0.55 -0.08 0.74 0.582
C -2.233380 4.745198 -2.784521 -1.20 -0.04 0.48 -0.347
N -1.552912 6.002253 -2.692551 -0.55 1.55 -0.07 -0.395
C -2.056823 6.923829 -1.632756 0.31 -0.87 -1.01 0.072
C -1.434986 8.324042 -1.722547 -0.22 -0.08 1.50 -0.758
O -0.074751 8.253100 -1.333116 0.82 -0.08 0.31 -0.230
C 0.753810 9.402165 -1.552181 -1.05 -0.50 -1.64 -0.801
H 0.246924 2.706655 -5.147270 0.10 0.10 0.30 -0.894
H -0.740417 1.526301 -4.288190 0.40 0.03 -0.12 -0.493
H 0.930519 1.784764 -3.766316 0.10 0.25 0.21 -0.605
H -2.399941 2.903610 -3.853844 0.63 0.61 -0.05 -0.291
H -1.495964 4.148047 -4.798353 0.01 -0.05 0.73 -0.180
H -2.257745 4.259654 -1.764076 -0.31 0.03 -0.95 -0.077
H -3.299751 4.982018 -3.101872 1.00 -0.49 0.45 0.447
H -0.568310 5.918093 -2.670884 1.07 -0.22 0.21 0.332
H -1.927148 6.483209 -0.637331 0.14 0.20 0.13 -0.398
H -3.136417 6.952070 -1.815559 0.03 0.45 0.16 0.460
H -1.926470 9.006788 -0.992789 -0.17 -0.33 -0.51 0.391
H -1.575146 8.704833 -2.717458 0.15 0.29 -0.69 0.417
H 0.498000 10.315573 -1.043581 -0.71 0.23 0.72 0.310
H 0.669142 9.640346 -2.629739 0.45 0.02 0.27 0.320
H 1.772723 9.182150 -1.283562 0.25 -0.48 -0.01 0.240
C -4.728251 2.300560 0.033194 -0.48 0.51 0.39 -0.079
O -4.704227 0.927073 0.246630 -0.18 -0.64 0.05 -0.556
C -4.086889 0.535193 1.465018 0.17 0.15 -1.27 0.426
C -3.950768 -0.943813 1.435838 0.74 -2.03 -0.69 -0.779
N -2.974899 -1.387911 2.411639 0.52 0.85 0.22 0.066
C -2.917286 -2.811688 2.676334 0.17 1.17 0.43 0.195
C -2.057914 -3.062297 3.906679 -0.02 -0.76 -0.28 -1.198
O -0.660327 -3.074869 3.532503 -1.08 0.37 -0.34 1.037
C 0.153682 -3.411116 4.631109 -0.24 0.98 -0.30 -0.752
H -5.348453 2.416532 -0.847107 0.49 0.36 -0.65 0.311
H -3.701126 2.712002 -0.014687 -0.50 0.05 -0.35 0.200
H -5.293094 2.860897 0.793187 0.26 -0.24 0.32 -0.126
H -4.720431 0.800735 2.281776 -0.22 0.53 0.82 0.671
H -3.100166 1.016476 1.497588 -0.05 -0.04 0.52 -0.597
H -3.747539 -1.343693 0.402805 0.25 0.69 0.36 -0.460
H -4.873928 -1.464626 1.665630 -0.57 0.21 0.31 1.022
H -2.043373 -1.018007 2.174859 -0.52 -0.19 -0.10 -0.429
H -2.424335 -3.354844 1.873539 -0.35 -0.47 -0.44 -0.530
H -3.966695 -3.119709 2.838261 0.59 -0.38 -0.06 0.752
H -2.300349 -4.098602 4.212234 0.07 0.40 0.48 0.549
H -2.289571 -2.310667 4.700374 0.31 -0.57 -0.40 -0.047
H -0.391185 -4.072467 5.251209 -0.31 -0.92 0.97 0.684
H 0.438021 -2.526242 5.186833 0.01 0.34 0.33 -0.303
H 1.056915 -3.856904 4.290840 0.67 -0.52 -0.45 -0.107
C -2.695423 0.130889 -2.682324 0.73 -0.10 0.57 0.911
O -1.529093 0.107314 -1.846547 -0.57 -1.52 -1.11 0.720
C -1.399309 1.112738 -0.908059 -0.58 0.77 0.15 1.792
C -0.236377 0.816513 -0.017078 -0.48 -0.06 1.98 0.520
N -0.399025 -0.426852 0.771717 0.76 -0.53 -0.62 1.095
C 0.831577 -0.905127 1.511616 -2.08 2.11 0.08 1.191
C 0.651900 -0.204447 2.880242 1.85 -0.36 -0.78 0.586
O 1.826012 -0.451181 3.697635 -1.73 -0.39 0.18 0.890
C 2.896012 0.375125 3.447694 0.67 1.22 0.42 2.513
H -3.585035 0.405713 -2.130685 -0.21 0.37 0.29 -0.071
H -2.860450 -0.869024 -3.050634 0.19 -0.44 -0.09 -0.442
H -2.532848 0.771021 -3.542752 -0.10 0.36 -0.13 -0.784
H -2.337669 1.222367 -0.344974 0.28 -0.07 0.01 -0.746
H -1.188759 2.046689 -1.431366 -0.07 0.37 0.09 -1.249
H -0.135913 1.668798 0.697516 -0.26 -0.57 -0.37 -0.784
H 0.666972 0.836824 -0.577659 1.03 -0.28 -0.83 0.083
H -0.602006 -1.225987 0.168575 -0.26 0.64 -0.39 -0.474
H 1.758910 -0.561070 1.041365 0.08 -0.27 -0.11 -0.171
H 0.706500 -1.974703 1.497299 0.52 -0.37 0.57 -0.668
H -0.244013 -0.599185 3.369367 0.38 0.22 0.13 -0.676
H 0.581110 0.891708 2.650296 -0.21 -0.69 0.48 -0.578
H 2.694614 1.465548 3.654649 -0.06 -0.75 0.05 -0.638
H 3.264465 0.341822 2.433290 0.03 -0.16 -0.67 -1.527
H 3.712140 0.035348 4.089458 0.01 0.21 0.01 -1.007
C 2.760050 1.306020 -5.874963 -0.51 -1.27 -0.94 -0.543
O 2.007259 1.821003 -6.964316 -0.34 -0.31 -0.12 0.040
C 2.471154 3.009957 -7.574638 0.12 -0.39 0.41 -0.506
C 1.588207 3.368700 -8.751152 -0.88 0.94 -0.72 -1.192
N 0.117701 3.379540 -8.597166 0.26 -0.15 1.06 -0.134
C -0.290966 4.406560 -7.630384 -0.57 0.58 -0.33 -0.274
C -1.773098 4.269811 -7.300721 0.12 -0.51 -1.18 -1.123
O -1.956898 2.958620 -6.840956 0.42 -0.26 -0.40 0.594
C -3.273182 2.588832 -6.605159 -1.08 1.11 -0.40 -1.092
H 3.080918 2.042189 -5.185450 0.29 1.03 0.74 0.558
H 3.629578 0.708240 -6.195613 -0.08 0.32 -0.20 0.392
H 2.089833 0.600502 -5.365099 0.15 0.23 -0.04 -0.367
H 3.490450 2.848097 -7.948027 0.05 0.27 0.06 0.456
H 2.466722 3.796140 -6.820193 0.23 0.28 0.08 0.404
H 1.751168 2.723007 -9.580055 0.46 -0.98 -0.56 0.391
H 1.876598 4.358099 -9.171035 0.00 -0.36 0.57 0.459
H -0.169435 2.468067 -8.201572 0.27 0.65 -0.33 0.083
H -0.218487 5.410302 -8.095708 0.43 -0.41 0.21 0.506
H 0.326666 4.367165 -6.733415 -0.04 0.20 0.30 0.005
H -2.300996 4.387273 -8.288046 0.02 0.13 0.89 0.447
H -2.157714 4.953925 -6.534123 0.19 0.39 -0.33 0.478
H -3.682296 3.185164 -5.777458 0.00 -0.40 0.33 0.304
H -3.209770 1.541149 -6.420419 -0.52 -0.79 0.40 0.289
H -4.006576 2.802636 -7.434627 0.95 -0.31 0.18 0.284
C 5.405854 -0.259603 0.485376 2.05 1.04 -0.34 -0.862
O 4.246150 -0.269709 -0.236947 -1.22 -0.16 -1.65 0.457
C 4.465140 -0.186676 -1.656255 -0.87 0.50 0.63 -1.899
C 3.129599 -0.291943 -2.324745 -0.40 0.38 0.39 1.145
N 2.489200 -1.554901 -2.011303 0.95 -0.03 0.85 -0.027
C 1.191766 -1.599267 -2.582431 -1.36 0.89 -1.38 1.293
C 0.374026 -2.816798 -2.245296 0.00 -1.14 0.09 -0.695
O 0.565808 -3.123904 -0.828223 -1.03 -0.69 -1.61 0.677
C -0.327679 -4.161959 -0.381843 -0.37 1.45 0.26 -0.771
H 5.101877 -0.326556 1.526687 0.56 -0.08 0.16 -0.031
H 5.958782 0.732064 0.269780 -0.49 -1.25 0.65 0.258
H 6.098780 -1.087814 0.157101 -0.52 0.58 0.58 0.322
H 5.133194 -0.968501 -1.990645 0.32 -0.36 -0.02 0.450
H 4.837022 0.791011 -1.948267 0.58 0.28 0.27 0.573
H 3.279249 -0.054334 -3.385803 -0.26 -0.56 -0.01 0.012
H 2.454364 0.494849 -1.929243 0.43 0.28 -0.23 -0.586
H 2.407883 -1.505148 -0.984039 -0.03 -0.50 -0.55 -0.242
H 1.335848 -1.675076 -3.685415 -0.22 0.39 0.42 0.206
H 0.565869 -0.647034 -2.385255 0.86 -1.28 -0.19 -0.956
H 0.637076 -3.727771 -2.907807 -0.06 1.13 1.16 0.423
H -0.677262 -2.580124 -2.497299 0.38 -0.25 0.51 -0.818
H -0.107420 -4.191555 0.677935 -0.27 -0.46 0.34 0.208
H -0.252561 -5.145323 -0.832089 0.75 -0.14 -0.34 0.775
H -1.391551 -3.877576 -0.525118 0.41 0.21 0.11 -0.116
```
Positions in Å, forces in eV/Å.

Orbital gap, eV: 8.6
Multiplicity: 1
HOMO energy, hartree: -0.2975
ΔE to the lowest compared entry with this formula, charge and spin, eV: 0.000